1.
{
  "formula": "C14H43BNO16P4",
  "method": "ωB97M-V/def2-TZVPD",
  "homo_ev": -4.3,
  "total_charge": -1,
  "gap_ha": 0.112,
  "fmax_ev_per_a": 9.17,
  "elements": ["B", "C", "C", "N", "H", "H", "H", "H", "H", "H", "H", "C", "O", "P", "O", "O", "C", "O", "C", "H", "H", "H", "H", "H", "H", "H", "H", "H", "C", "O", "P", "O", "O", "C", "O", "C", "H", "H", "H", "H", "H", "H", "H", "H", "H", "C", "O", "P", "O", "O", "C", "O", "C", "H", "H", "H", "H", "H", "H", "H", "H", "H", "C", "O", "P", "O", "O", "C", "O", "C", "H", "H", "H", "H", "H", "H", "H", "H", "H"],
  "positions_angstrom": [[5.11921, -1.54580, 3.11483], [3.68813, -1.99441, 2.37012], [2.63018, -1.00219, 2.86300], [1.57208, -1.29971, 3.49581], [4.91566, -1.24374, 4.27852], [5.49043, -0.53807, 2.54584], [5.93879, -2.44202, 3.08999], [3.77082, -1.87405, 1.27816], [3.47779, -3.04166, 2.63806], [2.83058, 0.06127, 2.66881], [1.56025, -2.31579, 3.60713], [-0.39036, -2.72086, -0.73872], [0.36069, -1.60403, -1.25350], [-0.37687, -0.25638, -1.94667], [0.74855, 0.16454, -2.82812], [-0.36702, 0.60088, -0.56276], [-0.58962, 0.01867, 0.72767], [-1.58331, 0.73658, -2.59118], [-2.80438, 0.05846, -2.95143], [0.07668, -3.64139, -1.08935], [-0.34673, -2.72235, 0.35016], [-1.43374, -2.70178, -1.05730], [0.35314, -0.36774, 1.11658], [-1.34561, -0.76550, 0.69738], [-0.93386, 0.79984, 1.40344], [-3.23920, -0.42531, -2.07499], [-2.60170, -0.69066, -3.72011], [-3.51002, 0.78886, -3.34169], [5.67819, 4.33412, -1.30938], [6.57155, 3.53623, -0.51725], [6.19773, 1.94100, -0.06774], [7.01920, 1.87237, 1.16427], [7.03284, 1.28209, -1.32326], [7.09623, 1.86188, -2.61278], [5.30342, 0.52200, 0.10478], [3.87774, 0.69577, -0.04507], [5.60926, 5.32599, -0.86129], [6.08093, 4.45451, -2.31659], [4.67929, 3.90053, -1.37347], [7.90366, 2.59880, -2.64511], [6.15155, 2.31997, -2.90896], [7.33061, 1.07519, -3.32947], [3.66255, 1.10366, -1.03754], [3.50570, 1.37736, 0.72451], [3.38782, -0.26506, 0.07155], [-5.94888, -6.19720, -2.62196], [-5.76174, -4.79448, -2.34976], [-4.68738, -3.82792, -3.23624], [-4.47113, -2.81667, -2.15932], [-5.90372, -3.31131, -4.21232], [-6.94290, -4.15030, -4.69544], [-3.57939, -3.11027, -4.30601], [-2.59972, -3.99676, -4.88307], [-5.93773, -6.73691, -1.67592], [-6.92375, -6.35791, -3.08256], [-5.17395, -6.60120, -3.27337], [-7.74616, -4.19933, -3.95723], [-6.58789, -5.15184, -4.93885], [-7.34683, -3.70342, -5.60248], [-3.08709, -4.78245, -5.46804], [-1.98752, -4.45015, -4.09915], [-1.95707, -3.41651, -5.54076], [-2.72042, 5.23997, 6.10082], [-3.27768, 4.13704, 5.36284], [-2.75252, 3.73390, 3.79514], [-4.07979, 3.10893, 3.48603], [-1.71088, 2.57575, 4.28455], [-0.82496, 2.71436, 5.39136], [-2.23834, 3.55273, 2.17667], [-1.68941, 4.72970, 1.55897], [-3.53814, 5.80660, 6.54623], [-2.09684, 4.86495, 6.91354], [-2.12645, 5.90346, 5.47170], [-1.34465, 2.43692, 6.31092], [-0.41843, 3.72355, 5.47227], [0.00394, 2.02276, 5.25106], [-0.81300, 5.08318, 2.11048], [-2.44124, 5.52350, 1.51736], [-1.38716, 4.47526, 0.54567]],
  "forces_ev_per_a": [[-0.21, 0.36, -0.25], [-0.32, 1.20, 0.60], [1.16, -1.58, -0.85], [-0.62, 0.20, 0.48], [-0.20, -0.08, 0.31], [0.31, 0.07, 0.00], [0.19, -0.20, -0.20], [0.15, -0.29, 0.21], [-0.54, 0.29, -0.16], [0.01, -0.21, 0.02], [-0.12, 0.02, 0.01], [0.17, -0.24, 0.20], [-3.05, -0.59, -1.14], [5.49, 5.16, 1.14], [-0.78, -0.83, -0.21], [-0.86, -0.48, -0.13], [0.43, 0.12, 0.17], [-0.88, -3.14, 0.22], [-0.07, 0.06, 0.07], [0.00, 0.06, -0.12], [-0.01, 0.07, -0.01], [-0.01, -0.07, 0.03], [-0.13, -0.18, 0.07], [0.00, 0.04, 0.07], [-0.05, 0.09, -0.16], [-0.19, -0.05, -0.14], [-0.18, -0.01, -0.01], [0.11, 0.07, 0.03], [0.19, 0.24, -0.01], [-3.06, -0.62, -0.32], [6.57, -3.31, 1.61], [-0.96, 0.73, -0.23], [-0.75, 0.29, -0.41], [0.30, -0.05, 0.17], [-1.66, 3.07, -0.91], [-0.04, 0.06, -0.04], [-0.07, -0.07, 0.10], [-0.04, -0.06, -0.02], [-0.03, 0.10, -0.05], [-0.13, 0.14, -0.08], [0.05, 0.00, -0.11], [-0.05, -0.09, 0.08], [-0.27, -0.15, 0.01], [-0.11, -0.09, 0.00], [0.12, -0.02, -0.03], [-0.26, -0.10, 0.30], [2.25, -2.13, -1.50], [-3.92, 7.53, 1.98], [0.69, -1.17, 0.27], [0.37, -0.90, -0.78], [-0.19, 0.28, 0.19], [0.79, -3.58, -0.15], [0.07, 0.14, -0.11], [0.15, 0.05, 0.01], [0.03, 0.03, -0.06], [-0.04, -0.09, 0.04], [0.02, -0.18, -0.01], [-0.09, -0.01, -0.04], [0.13, 0.08, -0.01], [0.11, 0.01, -0.08], [0.08, 0.01, -0.08], [-0.06, 0.06, 0.04], [-0.09, -0.16, 0.36], [2.17, 2.77, -0.81], [-4.19, -8.15, -0.15], [-0.13, 1.00, -0.11], [0.74, 1.34, -0.11], [-0.05, -0.28, 0.23], [1.37, 3.31, 1.02], [0.10, -0.17, -0.13], [-0.03, 0.03, -0.13], [0.10, 0.00, -0.05], [-0.01, 0.08, 0.10], [0.01, 0.16, 0.03], [0.00, -0.01, 0.06], [-0.06, -0.01, -0.17], [0.06, 0.05, -0.16], [0.04, 0.02, -0.07], [-0.02, -0.09, 0.04]]
}

=====

2.
{
  "formula": "C14H44F3N3O12S3",
  "method": "ωB97M-V/def2-TZVPD",
  "homo_ev": -14.0,
  "total_charge": 2,
  "gap_ha": 0.261,
  "fmax_ev_per_a": 2.80,
  "relative_energy_kj_mol": 0.0,
  "elements": ["N", "H", "H", "H", "H", "N", "H", "H", "H", "H", "N", "H", "H", "H", "H", "C", "O", "H", "H", "H", "O", "S", "O", "O", "C", "C", "C", "H", "H", "H", "H", "H", "H", "H", "H", "O", "S", "O", "O", "C", "C", "C", "H", "H", "H", "H", "H", "H", "H", "H", "O", "S", "O", "O", "C", "C", "C", "H", "H", "H", "H", "H", "H", "H", "H", "C", "C", "O", "C", "O", "C", "F", "F", "F", "H", "H", "H", "H", "H"],
  "positions_angstrom": [[-0.72810, -1.24606, 3.03384], [-0.57059, -1.02935, 2.01875], [-0.01304, -0.71265, 3.54450], [-0.47670, -2.21608, 3.25428], [-1.70569, -1.13508, 3.27966], [-3.08624, 1.01829, 0.52646], [-3.24993, 1.37685, -0.46989], [-3.70314, 0.22155, 0.66876], [-3.33595, 1.70893, 1.22821], [-2.12568, 0.55844, 0.44273], [-2.53689, -3.04887, 0.16113], [-1.81646, -3.62391, 0.61393], [-3.33080, -2.88228, 0.77707], [-2.82817, -3.66279, -0.60737], [-2.06396, -2.12740, -0.03513], [-0.26801, -0.72072, -0.98011], [-0.90204, -0.64473, 0.26706], [-0.85862, -1.18222, -1.78873], [0.14695, 0.22625, -1.32724], [0.56136, -1.44048, -0.90010], [0.92100, -0.87173, -5.80756], [2.26115, -0.31125, -5.85683], [2.43155, 1.12396, -6.03027], [3.11455, -0.74074, -4.54149], [2.96851, 0.01354, -3.37445], [3.84988, -0.46897, -2.23965], [3.21749, -1.09202, -7.13693], [1.93242, -0.11915, -3.01191], [3.01860, 1.09313, -3.55093], [4.88123, -0.60982, -2.57048], [3.49485, -1.39517, -1.78541], [3.92021, 0.23989, -1.41238], [2.80758, -0.69232, -8.05808], [3.16627, -2.17307, -7.01087], [4.27679, -0.87376, -7.01618], [-3.48700, 1.91301, -1.95526], [-4.47251, 2.21771, -2.98694], [-4.22449, 3.22541, -3.96539], [-4.81493, 0.87235, -3.80777], [-4.52884, -0.38018, -3.17347], [-5.40332, -1.48105, -3.76970], [-6.11067, 2.48812, -2.26963], [-4.63633, -0.29698, -2.09114], [-3.53186, -0.70708, -3.47896], [-5.41923, -1.36373, -4.85639], [-6.46915, -1.45176, -3.53589], [-4.96568, -2.45909, -3.57377], [-6.50273, 1.51130, -1.99919], [-6.71121, 2.99358, -3.02127], [-6.04996, 3.15688, -1.41175], [2.23139, -3.67715, 5.34588], [2.76819, -2.35232, 5.26606], [4.14714, -2.05769, 5.49623], [2.35445, -1.63253, 3.84969], [3.25181, -1.98196, 2.76380], [2.41546, -1.95450, 1.48930], [1.78385, -1.32249, 6.37938], [3.69400, -2.97485, 2.88875], [4.13945, -1.35098, 2.73333], [1.55234, -2.59983, 1.65410], [2.98996, -2.25386, 0.61512], [2.14916, -0.90738, 1.32624], [2.00405, -1.62815, 7.39586], [0.76821, -1.51643, 6.03831], [2.07311, -0.28937, 6.20401], [1.73598, 3.78544, 5.32802], [2.44146, 3.35402, 4.05873], [1.64746, 3.48428, 2.86289], [1.82993, 2.61133, 1.90090], [2.50329, 1.62122, 1.95795], [1.27308, 3.12815, 0.54845], [0.59357, 4.24741, 0.67030], [2.31841, 3.26537, -0.26280], [0.48772, 2.18093, 0.00783], [2.41594, 4.33916, 5.97086], [1.34770, 2.96653, 5.93320], [0.90899, 4.44118, 5.04506], [2.78288, 2.32392, 4.14710], [3.34859, 3.95186, 3.97758]],
  "forces_ev_per_a": [[0.99, -0.79, 0.08], [-0.11, -0.01, -1.09], [-0.50, 0.34, 0.28], [0.11, 0.04, -0.31], [0.16, 0.65, 0.44], [-0.47, -0.65, -1.16], [-0.28, 0.18, 0.58], [-0.24, 0.19, -0.12], [0.65, 0.23, -0.03], [0.88, -0.04, 0.57], [0.38, -0.97, 0.16], [-0.22, 0.24, 0.37], [0.03, -0.30, 0.07], [-0.15, 0.72, -0.39], [0.58, 0.69, -0.32], [1.07, -1.03, -0.14], [-2.11, -0.40, 1.06], [-0.45, 0.44, 0.04], [-0.18, 0.03, 0.00], [0.29, 0.31, -0.05], [1.46, 0.40, 0.26], [-0.07, 1.43, -0.23], [-0.47, -1.45, 0.43], [0.20, -0.86, -1.51], [-1.90, 0.97, 1.81], [0.83, -0.14, -0.11], [0.27, -0.57, 1.00], [0.06, 0.01, -0.20], [0.61, -0.20, -0.28], [-0.06, -0.13, -0.06], [-0.01, -0.16, -0.34], [-0.31, 0.32, -0.25], [0.00, -0.23, -0.12], [-0.52, 0.02, -0.34], [-0.14, 0.59, 0.00], [-0.40, 0.03, -0.37], [-1.34, 0.30, -1.26], [0.24, -0.64, 0.91], [0.51, 0.66, 0.69], [-0.13, -1.32, -0.81], [-0.59, 0.56, -0.69], [0.79, 0.21, 0.16], [0.09, -0.01, 0.04], [0.32, 0.58, 0.53], [0.38, -0.02, 0.00], [0.16, -0.01, 0.57], [-0.14, 0.00, 0.20], [-0.16, 0.08, 0.04], [0.02, -0.28, -0.20], [0.20, -0.11, 0.05], [0.18, 0.22, -0.66], [-0.01, 1.28, 1.32], [-0.21, -0.52, -0.35], [-0.01, -0.59, 0.68], [0.56, -0.83, -0.98], [0.59, 0.87, 0.65], [0.43, -0.25, -1.50], [-0.46, -0.15, 0.38], [-0.42, 0.58, 0.12], [-0.09, -0.03, -0.34], [-0.01, -0.28, 0.09], [-0.46, -0.09, -0.15], [-0.17, -0.18, 0.01], [-0.20, 0.12, 0.59], [-0.01, 0.02, 0.10], [-0.69, 0.26, -0.28], [1.08, -0.76, 0.99], [-0.50, 0.58, 0.36], [1.00, 0.43, 0.03], [-0.42, -0.51, -0.16], [0.46, -0.91, 0.40], [-0.09, 0.21, -0.30], [-0.15, 0.48, -0.10], [-0.46, 0.01, -0.02], [0.02, 0.09, -0.09], [-0.11, -0.11, -0.23], [0.04, 0.08, 0.29], [-0.07, -0.04, -0.18], [-0.15, 0.15, -0.66]]
}

=====

3.
{
  "formula": "C14H44F6O8P",
  "method": "ωB97M-V/def2-TZVPD",
  "homo_ev": -7.2,
  "total_charge": -1,
  "gap_ha": 0.369,
  "fmax_ev_per_a": 1.36,
  "relative_energy_kj_mol": 0.0,
  "elements": ["P", "F", "F", "F", "F", "F", "F", "C", "O", "H", "H", "H", "H", "C", "O", "H", "H", "H", "H", "C", "C", "C", "O", "H", "H", "H", "H", "H", "H", "H", "H", "C", "C", "C", "O", "H", "H", "H", "H", "H", "H", "H", "H", "C", "C", "C", "O", "H", "H", "H", "H", "H", "H", "H", "H", "C", "C", "C", "O", "H", "H", "H", "H", "H", "H", "H", "H", "O", "H", "H", "O", "H", "H"],
  "positions_angstrom": [[2.02212, -0.14302, -0.22892], [1.79080, -1.08480, 1.05269], [3.38536, -0.94972, -0.61492], [1.19741, -1.20166, -1.14143], [2.20783, 0.78244, -1.53056], [0.69929, 0.68899, 0.16481], [2.94259, 0.86078, 0.65187], [2.16259, -3.54113, -3.44584], [3.05598, -2.47563, -3.12534], [1.13448, -3.24372, -3.22724], [2.30720, -3.80536, -4.48594], [2.38771, -4.41489, -2.81515], [2.82753, -2.18972, -2.23287], [2.05517, -4.07816, 0.54969], [2.58855, -5.38231, 0.38412], [2.81728, -3.30246, 0.60723], [1.43072, -3.81200, -0.30862], [1.45451, -4.00444, 1.46025], [2.15280, -5.79379, -0.36300], [-3.28673, -2.02876, -4.43209], [-1.93345, -1.71765, -3.81652], [-1.75135, -2.46059, -2.50047], [-0.96454, -2.20873, -4.76712], [-4.08539, -1.77396, -3.72415], [-3.38894, -3.08679, -4.67702], [-3.48459, -1.47264, -5.35102], [-1.76658, -0.65029, -3.67864], [-0.72689, -2.32713, -2.14447], [-1.95172, -3.52652, -2.60620], [-2.40276, -2.04144, -1.72703], [-0.16701, -1.67486, -4.67538], [-2.01619, 4.29132, 0.75678], [-1.57884, 3.64101, -0.54553], [-0.15427, 4.07545, -0.87614], [-1.64483, 2.22980, -0.43818], [-2.99805, 3.94783, 1.09119], [-2.15253, 5.37266, 0.60996], [-1.28620, 4.17046, 1.55891], [-2.27433, 3.95044, -1.32433], [0.53842, 3.90614, -0.05375], [-0.15637, 5.15807, -1.05774], [0.17374, 3.59527, -1.79756], [-0.89186, 1.91245, 0.07528], [-4.31323, -0.40529, 3.25156], [-3.16923, 0.29062, 2.58649], [-2.36003, -0.64694, 1.71664], [-3.73173, 1.34536, 1.79500], [-3.94375, -1.06166, 4.04084], [-4.85273, -1.03657, 2.53923], [-5.02907, 0.33305, 3.61327], [-2.56108, 0.77804, 3.35788], [-2.99548, -1.29258, 1.10807], [-1.77280, -1.33526, 2.33509], [-1.68027, -0.09491, 1.06693], [-3.12923, 1.54459, 1.06891], [1.80591, 0.87083, 4.86268], [1.31821, 2.28189, 4.48326], [2.33649, 3.08139, 3.69167], [0.08369, 2.21879, 3.77247], [2.58861, 0.54158, 4.17581], [0.99110, 0.15526, 4.91739], [2.28331, 0.89061, 5.85020], [1.12676, 2.83458, 5.40535], [3.21163, 3.36467, 4.27263], [1.73050, 3.93138, 3.36562], [2.67813, 2.55412, 2.79610], [0.25524, 1.88980, 2.88216], [0.67741, -0.01765, -3.75306], [0.95126, 0.86651, -4.01105], [1.13633, -0.17202, -2.92002], [5.63111, 0.86899, -1.41808], [4.68553, 1.03986, -1.34823], [5.77877, 0.18995, -0.75444]],
  "forces_ev_per_a": [[1.01, -0.46, 0.78], [0.04, -0.01, 0.05], [-0.11, -0.14, 0.02], [-0.46, 0.10, 0.02], [0.19, 0.45, -0.21], [-0.33, 0.07, -0.04], [-0.31, 0.19, -0.08], [0.34, 0.31, 0.95], [-0.20, -0.35, -0.17], [-0.10, -0.11, -0.39], [-0.15, 0.03, -0.16], [-0.01, -0.08, -0.21], [0.23, 0.16, -0.05], [-0.47, 0.48, -0.30], [0.30, -0.16, 0.15], [0.31, -0.31, 0.01], [-0.09, 0.07, 0.16], [-0.03, -0.12, -0.05], [0.00, 0.01, -0.01], [-0.58, 0.43, 0.22], [0.29, -1.05, -0.67], [0.18, 0.53, 0.32], [-0.21, 0.12, 0.03], [0.07, -0.05, -0.07], [0.22, -0.07, 0.12], [0.22, 0.08, 0.04], [-0.18, 0.06, 0.07], [-0.08, -0.05, -0.02], [-0.04, -0.03, -0.11], [-0.06, -0.10, -0.04], [0.08, 0.19, 0.16], [-0.60, 0.82, 0.04], [0.70, 0.19, 0.99], [-0.53, 0.69, -0.65], [-0.53, -0.34, -0.04], [0.18, -0.31, 0.01], [0.23, -0.09, -0.04], [-0.01, -0.23, 0.00], [0.04, -0.24, -0.22], [0.02, -0.33, 0.01], [0.06, -0.10, 0.01], [0.23, -0.13, 0.15], [0.17, 0.01, -0.22], [-0.50, -0.44, 0.01], [-0.03, 0.65, -0.50], [0.39, -0.38, 0.34], [-0.23, -0.11, -0.08], [-0.15, 0.13, 0.20], [0.05, 0.06, -0.08], [0.11, -0.08, 0.34], [0.29, -0.24, -0.05], [-0.17, 0.26, -0.14], [0.11, 0.19, -0.03], [0.09, -0.13, 0.01], [0.14, 0.09, -0.14], [0.60, 0.45, 0.33], [0.36, -0.87, 0.18], [-0.64, 0.01, -0.38], [-0.10, 0.20, 0.10], [-0.29, -0.24, -0.18], [-0.08, -0.01, -0.16], [-0.07, 0.04, -0.06], [-0.40, 0.00, -0.08], [-0.07, 0.16, 0.08], [0.66, 0.41, -0.04], [-0.07, -0.13, 0.07], [0.11, -0.12, 0.02], [-0.15, 0.04, -0.28], [0.02, -0.04, -0.02], [0.04, -0.08, 0.03], [0.13, 0.19, 0.02], [-0.05, -0.07, -0.04], [-0.07, -0.09, -0.02]]
}

=====

Number 1: E_tot -87290.419 eV. Number 2: E_tot -84912.448 eV. Number 3: E_tot -57214.335 eV.